Record 1
DFT (ωB97M-V/def2-TZVPD) results for a cluster of 2 separate species, C2H3ClNP in total.

The value obtained for the orbital gap is 7.57 eV. Its net charge is 0. Its energy is -934.20049 hartree. The calculation puts the HOMO energy at -0.306 Ha. The relative energy (zero: lowest compared OMol25 entry of this formula, charge and spin) comes out at 183.52 kJ/mol. Its LUMO energy is -0.8 eV.

Element x y z (Å)
N1 -1.722 1.772 -0.382
C1 -0.842 0.322 1.431
P1 -0.902 -1.048 0.391
H1 -1.736 1.795 -1.389
C2 -1.325 0.780 0.243
H2 -0.227 0.665 2.217
Cl1 3.191 -2.088 -1.886
H3 3.563 -2.199 -0.625



Record 2
DFT (ωB97M-V/def2-TZVPD) results for a cluster of 2 separate species, C6H18N3S in total.

The value obtained for the orbital gap is 8.74 eV. Its net charge is +1. Its energy is -801.60601 hartree. The calculation puts the HOMO energy at -0.432 Ha. The relative energy (zero: lowest compared OMol25 entry of this formula, charge and spin) comes out at 157.09 kJ/mol. Its LUMO energy is -3.0 eV.

Element x y z (Å)
H1 1.142 -0.553 -3.453
H2 1.393 -1.951 1.267
H3 -0.026 -3.684 2.515
H4 -0.616 -1.051 3.359
C1 0.049 2.908 0.088
H5 -0.665 2.297 0.685
H6 -1.245 -3.538 1.373
H7 -0.402 3.285 -0.826
H8 1.525 1.358 0.332
H9 0.645 -2.603 -0.258
C2 0.444 -2.294 0.782
N1 0.322 -0.193 -2.978
C3 1.317 2.153 -0.411
H10 2.145 2.903 -0.477
N2 -1.170 0.878 -1.672
H11 0.304 -4.411 1.070
H12 -0.719 0.660 2.637
S1 -0.635 -0.860 0.821
H13 -0.409 -0.909 -3.062
H14 -1.722 0.024 -1.600
C4 -1.006 -0.395 2.602
C5 0.088 0.781 -2.111
H15 0.346 3.827 0.631
H16 1.486 2.212 -2.543
H17 -2.115 -0.542 2.611
H18 -1.474 1.610 -1.043
C6 -0.162 -3.474 1.459
N3 1.160 1.564 -1.798



Record 3
DFT (ωB97M-V/def2-TZVPD) results for a cluster of 2 separate species, C14H16 in total.

The value obtained for the orbital gap is 9.82 eV. Its net charge is 0. Its energy is -543.03613 hartree. The calculation puts the HOMO energy at -0.326 Ha. The relative energy (zero: lowest compared OMol25 entry of this formula, charge and spin) comes out at 96.44 kJ/mol. Its LUMO energy is 1.0 eV.

Element x y z (Å)
H1 -0.148 1.402 -0.912
C1 0.364 -1.531 -2.187
C2 2.708 -2.377 -0.957
C3 3.977 -2.962 -0.398
C4 -0.781 2.981 0.491
C5 0.309 -2.239 -1.011
C6 -2.457 2.169 2.072
C7 -2.700 1.041 1.281
H2 -4.179 1.806 3.295
C8 -1.748 0.809 0.301
H3 4.582 -2.080 -0.147
H4 -0.524 -1.350 -2.768
H5 -0.611 -2.603 -0.568
C9 1.600 -1.010 -2.611
H6 1.531 -0.218 -3.347
H7 -3.606 3.539 3.351
C10 2.760 -1.556 -2.105
H8 3.842 -3.650 0.431
C11 -3.337 2.493 3.286
C12 1.489 -2.620 -0.356
H9 -3.554 0.402 1.443
H10 -1.380 3.990 2.272
C13 -1.523 3.107 1.667
H11 -2.728 2.139 4.127
H12 3.730 -1.435 -2.568
H13 1.445 -3.062 0.630
H14 -1.742 -0.172 -0.172
H15 -0.126 3.731 0.065
H16 4.676 -3.469 -1.075
C14 -0.803 1.740 -0.128



Record 4
DFT (ωB97M-V/def2-TZVPD) results for a cluster of 9 separate species, C45H105N3O9 in total.

The value obtained for the orbital gap is 8.92 eV. Its net charge is 0. Its energy is -2618.75201 hartree. The calculation puts the HOMO energy at -0.309 Ha. The relative energy (zero: lowest compared OMol25 entry of this formula, charge and spin) comes out at 204.08 kJ/mol. Its LUMO energy is 0.5 eV.

Element x y z (Å)
H1 -5.136 -20.138 -12.816
H2 -8.294 -19.939 -14.216
H3 -1.646 -22.288 -16.119
O1 -3.842 -21.607 -9.499
C1 -5.129 -21.207 -12.567
H4 -6.027 -22.588 -8.301
C2 -2.799 -18.431 -17.444
H5 -7.177 -17.632 -17.746
H6 -3.670 -29.606 -11.048
C3 -6.390 -30.098 -11.713
C4 -4.402 -28.754 -11.025
H7 -3.880 -18.306 -11.884
H8 -4.607 -21.090 -9.847
H9 -5.777 -30.940 -11.479
C5 -7.567 -23.540 -15.542
H10 0.619 -26.463 -12.864
H11 -7.991 -25.621 -12.465
H12 -0.428 -20.056 -8.724
H13 -4.209 -21.522 -12.047
C6 -7.415 -29.882 -10.596
H14 -3.090 -24.415 -13.183
H15 -0.942 -22.479 -9.141
C7 -6.353 -21.395 -11.685
C8 -1.276 -25.504 -13.289
H16 0.662 -24.678 -13.024
H17 0.745 -17.108 -14.874
H18 -2.055 -20.613 -10.303
H19 0.099 -25.625 -11.512
C9 -4.306 -17.058 -9.316
H20 1.292 -20.121 -11.307
H21 -0.488 -24.744 -14.959
H22 -1.657 -23.298 -13.113
C10 -7.623 -18.624 -17.423
C11 -4.190 -17.263 -11.867
H23 -6.817 -25.732 -10.167
H24 -5.275 -23.146 -6.787
H25 -7.543 -22.852 -10.702
H26 -5.569 -19.336 -17.075
O2 -5.670 -26.555 -12.650
H27 -5.769 -18.820 -14.584
C12 -5.044 -17.020 -10.609
C13 -9.690 -19.662 -16.540
N1 -8.752 -17.473 -15.602
H28 -6.417 -25.300 -15.925
H29 -6.928 -29.563 -9.686
H30 -0.950 -18.907 -13.681
H31 -3.910 -18.128 -9.246
H32 -5.868 -23.338 -11.059
H33 -4.739 -22.691 -16.059
N2 -6.408 -27.761 -12.331
C14 -4.755 -29.138 -13.467
H34 -6.773 -17.659 -9.932
H35 -7.172 -20.898 -12.172
H36 -7.880 -30.884 -10.538
H37 -4.399 -24.163 -16.929
H38 -4.925 -20.170 -7.413
H39 -1.618 -20.054 -17.967
H40 -2.762 -17.588 -14.521
H41 -7.076 -15.735 -14.602
H42 -4.870 -23.962 -8.218
H43 1.967 -20.008 -9.606
C15 -7.389 -16.557 -13.890
O3 -6.156 -20.728 -10.478
H44 -3.266 -16.713 -11.918
C16 -3.906 -21.987 -8.120
H45 -7.046 -23.165 -12.365
H46 -8.581 -27.149 -13.089
O4 -6.161 -17.915 -10.618
C17 -5.513 -28.901 -12.113
H47 -7.445 -19.124 -12.785
H48 -4.750 -28.624 -10.003
H49 -2.952 -22.429 -7.976
H50 -9.041 -28.457 -10.213
H51 -3.279 -20.535 -17.523
C18 -8.178 -18.962 -13.642
C19 -0.039 -22.025 -9.523
C20 -1.604 -17.584 -17.255
H52 -9.403 -16.425 -17.835
H53 -7.820 -23.260 -16.591
H54 -3.489 -21.035 -14.789
H55 -5.881 -17.431 -15.672
H56 -8.284 -16.247 -13.386
H57 -5.183 -21.821 -13.454
H58 -7.791 -19.253 -18.302
C21 -1.963 -16.853 -14.821
C22 -7.692 -17.871 -14.590
H59 -5.497 -29.253 -14.325
H60 -4.046 -28.435 -13.754
H61 0.726 -22.444 -8.863
H62 -3.117 -18.259 -18.405
C23 -1.198 -21.535 -15.475
H63 0.158 -22.462 -10.515
H64 -2.083 -24.322 -11.667
H65 0.255 -15.852 -16.064
H66 -10.791 -17.546 -17.494
C24 -5.096 -22.942 -7.883
H67 -5.801 -25.149 -13.887
H68 -8.944 -29.024 -11.831
C25 -6.562 -19.253 -16.487
C26 -6.725 -22.851 -11.402
H69 -4.730 -16.991 -12.803
O5 -5.651 -24.310 -14.331
H70 -6.066 -19.814 -10.613
H71 -7.302 -22.618 -15.030
H72 -8.385 -24.082 -15.123
C27 -1.790 -20.126 -15.783
C28 -8.946 -18.299 -16.777
H73 -6.858 -20.277 -16.226
H74 -3.429 -16.347 -9.274
H75 -1.794 -16.564 -17.613
C29 -7.462 -27.427 -11.378
H76 -1.227 -21.792 -14.448
H77 -6.932 -30.413 -12.581
H78 -10.201 -16.423 -15.016
H79 -2.554 -16.006 -15.261
C30 0.341 -16.914 -15.838
H80 -9.053 -20.390 -16.180
H81 -5.748 -23.239 -17.492
H82 -3.800 -27.847 -11.223
H83 -1.328 -16.423 -14.015
C31 -8.408 -26.575 -12.165
H84 1.035 -18.765 -10.137
H85 -6.045 -27.235 -9.732
O6 -10.023 -17.380 -14.915
C32 -6.405 -18.341 -15.318
O7 -0.192 -19.239 -14.231
H86 -3.914 -20.967 -6.144
C33 -6.971 -26.813 -10.085
C34 -0.181 -20.513 -9.700
H87 -1.875 -26.412 -13.073
H88 -5.013 -16.821 -8.517
C35 1.125 -19.833 -10.274
C36 -3.957 -20.704 -7.233
H89 -0.145 -21.545 -15.751
O8 -1.138 -25.416 -14.686
H90 -3.122 -20.070 -7.560
C37 -8.296 -28.698 -11.022
H91 -9.263 -18.687 -13.257
H92 0.860 -17.299 -16.759
H93 -9.703 -17.901 -18.759
H94 -7.632 -26.958 -9.199
C38 -6.253 -24.232 -15.619
C39 -9.762 -17.495 -17.749
C40 -5.206 -23.531 -16.616
H95 -3.617 -19.334 -15.117
N3 -0.750 -19.049 -15.569
C41 -2.381 -19.897 -17.224
C42 -2.937 -20.063 -14.711
C43 0.115 -25.563 -12.610
H96 -5.375 -16.034 -10.719
H97 -10.517 -19.557 -15.856
H98 -5.321 -26.172 -11.863
H99 -10.070 -20.131 -17.487
H100 -9.381 -26.517 -11.611
H101 -6.571 -16.602 -13.140
C44 -1.051 -17.560 -15.833
H102 -4.261 -30.120 -13.389
H103 -0.885 -17.955 -17.955
C45 -2.038 -24.287 -12.768
H104 -3.569 -18.252 -16.746
H105 -2.601 -19.964 -13.667
O9 -1.266 -20.164 -10.574



Record 5
DFT (ωB97M-V/def2-TZVPD) results for a cluster of 8 separate species, C45H107N7O8 in total.

The value obtained for the orbital gap is 8.02 eV. Its net charge is 0. Its energy is -2763.51062 hartree. The calculation puts the HOMO energy at -0.283 Ha. The relative energy (zero: lowest compared OMol25 entry of this formula, charge and spin) comes out at 545.43 kJ/mol. Its LUMO energy is 0.3 eV.

Element x y z (Å)
O1 -4.558 -2.984 -1.652
H1 -5.701 -2.440 -3.293
H2 -8.980 -0.363 -0.771
C1 3.590 -1.641 -1.756
H3 -6.922 1.973 -0.639
H4 -4.386 -6.709 -1.335
H5 3.747 7.640 -1.964
H6 2.171 1.345 4.416
C2 1.542 10.170 0.377
H7 2.744 2.678 5.472
H8 -0.041 -4.950 0.252
C3 -4.739 -2.904 -3.076
H9 -9.320 2.424 -0.622
H10 1.173 11.066 0.876
H11 8.467 0.026 1.352
H12 -2.777 -4.775 2.573
H13 -9.390 0.525 -3.097
H14 -5.658 -3.510 0.106
C4 5.611 -3.567 -0.602
C5 -1.110 -6.046 1.849
O2 0.192 0.461 -2.542
C6 -2.568 0.261 -1.488
H15 -5.376 0.320 1.262
H16 5.145 -2.076 -3.463
N1 3.524 -0.154 -2.026
H17 0.819 9.018 1.955
H18 -1.863 -2.288 -0.440
C7 0.181 1.849 -0.595
N2 -0.120 0.520 -1.202
H19 -0.126 -2.118 -0.636
C8 2.465 -2.275 -2.647
H20 6.286 -0.566 0.200
O3 -3.168 -7.331 1.552
H21 1.555 -7.233 1.415
C9 9.317 -1.273 -1.200
C10 -8.513 0.815 -2.519
H22 6.405 -2.957 -0.172
H23 2.852 2.714 3.656
H24 1.170 7.101 -1.956
C11 -7.271 0.979 -0.362
C12 0.584 7.621 -1.197
C13 -0.111 1.931 0.945
C14 3.421 8.526 0.029
H25 9.671 -2.231 -0.819
C15 1.062 7.661 0.261
H26 4.690 -3.486 -0.025
H27 6.461 2.163 2.106
H28 5.778 2.929 0.740
H29 -6.512 0.317 -0.776
H30 -2.375 0.298 -2.560
H31 -4.584 -3.826 -3.636
H32 -0.931 -0.840 1.185
C16 3.042 9.940 0.493
H33 -1.564 3.097 -1.206
H34 2.974 -0.084 -2.870
C17 6.646 2.346 1.048
H35 0.402 5.690 0.937
C18 3.689 8.636 -1.524
O4 8.077 -0.963 -0.461
H36 -9.947 1.526 0.428
H37 -0.258 2.966 1.255
C19 -8.640 0.637 -1.043
H38 -6.588 -3.350 -1.145
H39 -1.827 -9.815 -1.061
H40 1.440 10.240 -0.706
H41 0.104 -7.302 3.405
O5 5.394 -3.352 -1.938
H42 -6.756 -7.018 -0.814
C20 -1.859 -4.713 1.989
H43 4.884 0.250 -0.066
C21 -5.586 -3.738 -0.958
H44 -2.250 1.949 1.102
H45 10.118 -0.535 -1.161
C22 8.178 0.258 0.327
H46 9.181 -1.558 -2.243
H47 2.434 6.302 -0.844
C23 0.158 -5.635 1.076
C24 -1.646 -0.097 0.830
N3 2.524 7.437 0.424
H48 -0.021 -9.304 2.008
H49 -1.796 -9.334 2.224
H50 5.927 -4.589 -0.392
C25 0.344 6.742 1.216
H51 0.715 -5.047 1.806
C26 -0.983 -9.369 1.499
H52 -2.121 -4.379 0.985
H53 -1.094 -2.045 -2.007
H54 -3.428 -0.333 -1.180
H55 1.397 5.038 4.687
C27 -0.487 3.106 -1.374
H56 0.710 3.121 3.494
H57 -7.666 0.260 -2.923
H58 -7.761 -5.520 -0.854
H59 -1.240 -4.005 2.541
H60 -2.715 1.339 -1.420
H61 0.337 8.613 -1.574
H62 -3.668 -6.719 1.008
H63 5.414 9.006 0.437
H64 -1.586 1.216 2.542
H65 5.260 7.287 0.499
C28 -6.259 0.678 1.793
H66 4.451 9.396 -1.700
H67 -0.346 9.399 0.666
H68 0.229 2.424 5.078
H69 4.516 8.243 1.846
H70 -1.657 -7.175 3.661
H71 7.537 2.973 1.094
H72 2.411 1.417 -0.199
C29 -0.777 -6.679 3.252
C30 -1.089 -1.727 -0.965
C31 -1.276 -8.276 0.445
C32 4.754 8.210 0.783
H73 -0.895 -10.355 1.044
H74 -0.501 -5.916 3.980
H75 3.533 10.752 -0.045
H76 3.516 -1.811 -0.682
C33 0.935 3.071 4.559
C34 0.028 -7.704 -0.194
C35 2.263 2.425 4.527
H77 -3.711 -5.468 -0.984
C36 -5.668 -5.284 -1.171
H78 6.765 1.449 -0.744
O6 0.932 4.389 5.219
H79 -5.844 -5.449 -2.233
H80 -6.748 -5.947 0.575
H81 -2.262 -8.181 -1.501
H82 -0.377 4.117 -0.981
C37 1.721 2.132 -0.647
O7 2.871 6.232 0.008
H83 2.082 3.003 -0.100
H84 2.786 -2.286 -3.689
H85 -3.286 -8.952 -0.368
H86 -0.536 0.861 -3.022
C38 -2.241 -8.885 -0.669
N4 -1.904 -7.057 1.053
C39 -6.831 -5.974 -0.511
H87 0.779 6.610 2.207
H88 2.264 -3.316 -2.393
H89 2.949 0.297 -1.329
N5 -9.732 1.504 -0.559
H90 -0.719 6.981 1.226
C40 6.814 1.033 0.263
C41 -1.492 1.251 1.457
N6 -4.496 -5.995 -0.629
C42 4.997 -2.054 -2.384
H91 -0.176 -7.216 -1.147
H92 -0.271 3.135 -2.442
H93 -4.090 -2.121 -3.469
H94 0.694 1.463 1.511
H95 -6.436 0.108 2.704
H96 5.796 -1.351 -2.147
C43 -1.305 -0.235 -0.775
H97 1.556 -1.673 -2.675
H98 2.829 9.147 -1.956
H99 -8.407 1.861 -2.807
H100 2.110 2.181 -1.664
H101 1.744 -6.338 -0.063
N7 5.669 0.147 0.561
H102 -5.883 1.681 1.997
H103 9.030 0.844 -0.017
H104 3.332 10.053 1.537
H105 -0.367 7.092 -1.251
C44 0.996 -6.760 0.608
O8 -7.441 0.710 1.028
H106 -2.584 -0.586 1.096
H107 0.679 -8.503 -0.549
C45 0.655 9.022 0.877



Record 6
DFT (ωB97M-V/def2-TZVPD) results for the molecule C6H10.

The value obtained for the orbital gap (spin up / spin down) is 7.40 / 7.37 eV. Its net charge is 0. Its energy is -234.45531 hartree. The calculation puts the HOMO energy (spin up / spin down) at -0.299 / -0.298 Ha. The relative energy (zero: lowest compared OMol25 entry of this formula, charge and spin) comes out at 386.49 kJ/mol. Its LUMO energy (spin up / spin down) is -0.7 / -0.7 eV.

Element x y z (Å)
C1 -1.163 -1.401 0.685
H1 -1.529 0.675 0.355
H2 -2.075 -1.728 0.175
H3 -1.450 -0.471 -1.832
H4 2.223 1.322 1.560
C2 0.425 0.458 0.983
C3 1.967 1.402 -0.659
H5 -0.262 0.869 -1.802
H6 -0.391 -2.160 0.512
H7 0.291 -0.782 -1.638
C4 -0.524 -0.100 -1.377
C5 -0.712 -0.035 0.136
H8 0.222 0.314 2.049
H9 2.878 2.035 -0.593
C6 1.609 1.066 0.688
H10 -1.371 -1.365 1.761



Record 7
DFT (ωB97M-V/def2-TZVPD) results for a cluster of 2 separate species, C5H13O2 in total.

The value obtained for the orbital gap is 7.06 eV. Its net charge is -1. Its energy is -348.68048 hartree. The calculation puts the HOMO energy at -0.116 Ha. The relative energy (zero: lowest compared OMol25 entry of this formula, charge and spin) comes out at 313.47 kJ/mol. Its LUMO energy is 3.9 eV.

Element x y z (Å)
H1 2.811 -0.924 -2.224
C1 1.496 0.824 -1.128
H2 0.870 1.179 0.968
C2 1.809 -0.632 -1.623
H3 1.788 -1.368 -0.751
H4 0.318 -0.482 0.475
H5 -1.166 0.800 -1.216
H6 -1.263 2.199 -0.226
H7 -2.667 -0.414 0.150
H8 -0.652 -1.338 1.916
H9 -0.354 -2.848 2.379
H10 1.247 1.721 -1.458
O1 -1.667 -0.054 1.956
O2 0.014 -2.170 1.901
C3 -1.093 1.071 -0.092
H11 -3.049 1.081 0.933
H12 2.420 1.202 -0.738
H13 0.913 -0.713 -2.230
C4 -2.138 0.313 0.860
C5 0.366 0.553 0.146



Record 8
DFT (ωB97M-V/def2-TZVPD) results for a cluster of 2 separate species, CH4IO2PS in total.

The value obtained for the orbital gap (spin up / spin down) is 5.96 / 7.61 eV. Its net charge is 0. Its energy is -1228.13675 hartree. The calculation puts the HOMO energy (spin up / spin down) at -0.332 / -0.338 Ha. The relative energy (zero: lowest compared OMol25 entry of this formula, charge and spin) comes out at 128.42 kJ/mol. Its LUMO energy (spin up / spin down) is -3.1 / -1.6 eV.

Element x y z (Å)
H1 -1.375 0.632 0.144
H2 1.183 -0.920 -1.934
C1 0.175 -0.626 -1.574
P1 -0.801 -0.356 0.876
O1 2.161 0.392 1.466
H3 -0.495 -1.062 -2.267
S1 0.867 1.119 1.402
O2 -0.106 -1.140 -0.278
I1 -1.599 1.502 3.714
H4 -0.010 0.460 -1.548